(1)
This record from the Open Molecules 2025 dataset describes a structure of composition C33H75N9O21S3 in a non-equilibrium geometry. The level of theory is ωB97M-V with the def2-TZVPD basis set.

Each line ends with the Löwdin charge.
CARTESIAN COORDINATES (ANGSTROEM)
C  -4.16  5.25  2.31  -0.193
C  -5.28  5.05  1.29  -0.160
O  -4.93  3.84  0.61  -0.197
S  -3.38  3.37  0.98  0.681
O  -2.71  3.10  -0.24  -0.212
O  -3.40  2.45  2.07  -0.220
O  -2.98  4.84  1.64  -0.207
H  -4.27  4.66  3.22  0.129
H  -4.27  6.29  2.64  0.141
H  -5.45  5.78  0.51  0.135
H  -6.18  4.82  1.86  0.136
C  -1.03  -0.30  0.38  -0.155
C  -0.50  0.10  -1.01  -0.121
O  0.94  0.19  -0.79  -0.220
S  1.20  0.72  0.76  0.627
O  0.97  2.13  0.84  -0.217
O  2.44  0.16  1.21  -0.230
O  0.00  -0.14  1.35  -0.230
H  -1.69  -1.16  0.47  0.099
H  -1.65  0.56  0.66  0.109
H  -0.77  1.09  -1.35  0.116
H  -0.68  -0.71  -1.71  0.109
C  -0.94  5.33  -4.41  -0.175
C  -1.94  4.45  -3.57  -0.156
O  -1.31  3.19  -3.35  -0.223
S  0.07  3.05  -4.24  0.670
O  -0.31  2.55  -5.52  -0.220
O  1.05  2.34  -3.46  -0.214
O  0.27  4.67  -4.16  -0.215
H  -1.04  6.36  -4.11  0.130
H  -1.09  5.27  -5.50  0.126
H  -2.87  4.36  -4.12  0.130
H  -2.06  4.84  -2.57  0.113
C  0.41  5.15  2.66  0.012
C  1.07  5.29  1.31  -0.533
O  2.28  5.43  1.20  0.020
N  0.23  5.33  0.25  0.041
C  0.77  5.69  -1.05  -0.054
H  -0.09  4.20  2.83  0.079
H  -0.35  5.93  2.76  0.081
H  1.11  5.36  3.46  0.082
H  -0.75  5.13  0.29  0.108
H  1.15  4.81  -1.56  0.084
H  1.64  6.35  -0.95  0.090
H  0.16  6.34  -1.69  0.079
C  4.14  4.03  3.81  0.005
C  3.04  3.30  4.60  -0.552
O  2.96  3.49  5.81  0.034
N  2.31  2.39  3.93  0.014
C  1.35  1.50  4.56  -0.052
H  4.63  3.28  3.17  0.080
H  4.96  4.34  4.46  0.082
H  3.79  4.92  3.29  0.060
H  2.38  2.40  2.92  0.097
H  1.79  0.75  5.22  0.095
H  0.91  0.91  3.76  0.048
H  0.61  2.15  5.04  0.089
C  -0.13  -4.84  -6.54  -0.001
C  -0.72  -3.68  -5.72  -0.558
O  -1.82  -3.80  -5.19  0.027
N  -0.03  -2.54  -5.72  0.008
C  -0.53  -1.31  -5.14  -0.045
H  0.32  -4.45  -7.46  0.073
H  -0.87  -5.59  -6.80  0.077
H  0.68  -5.38  -6.03  0.078
H  0.81  -2.45  -6.26  0.137
H  -1.61  -1.32  -5.16  0.085
H  -0.06  -0.38  -5.46  0.077
H  -0.19  -1.38  -4.09  0.071
C  5.30  -2.02  -0.64  0.012
C  4.03  -2.45  -1.33  -0.563
O  4.09  -3.02  -2.41  0.021
N  2.87  -2.31  -0.66  0.030
C  1.57  -2.65  -1.21  -0.063
H  5.77  -2.92  -0.24  0.089
H  5.08  -1.47  0.28  0.073
H  5.95  -1.56  -1.37  0.088
H  2.98  -1.77  0.19  0.095
H  1.43  -1.91  -1.99  0.080
H  0.77  -2.47  -0.49  0.064
H  1.48  -3.67  -1.59  0.086
C  2.80  -5.61  0.65  0.011
C  2.49  -4.65  1.75  -0.557
O  3.34  -4.40  2.60  0.042
N  1.28  -4.06  1.75  0.023
C  0.86  -3.04  2.67  -0.059
H  3.51  -6.39  0.90  0.088
H  3.11  -5.09  -0.26  0.078
H  1.91  -6.19  0.37  0.056
H  0.62  -4.33  1.03  0.070
H  0.01  -2.48  2.26  0.060
H  1.57  -2.27  2.96  0.090
H  0.41  -3.50  3.56  0.087
C  -3.37  -2.32  -2.26  0.012
C  -4.72  -2.68  -1.68  -0.534
O  -5.66  -2.88  -2.44  0.028
N  -4.84  -2.50  -0.34  0.008
C  -6.08  -2.63  0.36  -0.091
H  -3.47  -1.56  -3.03  0.088
H  -2.88  -3.23  -2.58  0.059
H  -2.81  -1.80  -1.47  0.049
H  -3.98  -2.36  0.16  0.070
H  -6.87  -2.87  -0.35  0.081
H  -6.42  -1.70  0.81  0.084
H  -6.14  -3.45  1.09  0.075
C  -1.19  -5.39  -1.96  0.015
C  -1.19  -5.03  -0.49  -0.528
O  -1.47  -3.90  -0.10  0.011
N  -0.94  -6.01  0.41  0.009
C  -0.75  -7.44  0.16  -0.068
H  -0.83  -6.39  -2.17  0.071
H  -0.92  -4.67  -2.73  0.073
H  -2.26  -5.49  -2.21  0.103
H  -0.83  -5.68  1.35  0.120
H  0.23  -7.72  -0.21  0.077
H  -1.52  -7.78  -0.53  0.086
H  -0.99  -7.93  1.11  0.089
C  -3.34  -3.71  3.31  0.016
C  -3.04  -2.27  2.98  -0.526
O  -3.35  -1.83  1.88  0.022
N  -2.62  -1.51  4.01  0.028
C  -1.94  -0.24  3.88  -0.044
H  -2.75  -4.33  2.63  0.072
H  -4.40  -3.84  3.11  0.084
H  -3.09  -4.07  4.30  0.078
H  -2.56  -1.99  4.89  0.129
H  -1.88  0.28  4.83  0.093
H  -2.45  0.37  3.13  0.068
H  -0.92  -0.43  3.55  0.057
C  4.34  2.29  -0.27  0.014
C  5.37  3.32  0.14  -0.546
O  6.56  3.07  0.28  0.036
N  4.87  4.56  0.37  0.004
C  5.69  5.58  0.97  -0.103
H  4.08  2.47  -1.31  0.094
H  3.42  2.63  0.23  0.047
H  4.57  1.26  -0.04  0.071
H  3.88  4.63  0.58  0.071
H  5.16  6.45  1.36  0.080
H  6.54  6.00  0.43  0.081
H  6.14  5.16  1.88  0.076

**Multiplicity**: 1
**HOMO-LUMO gap**: 8.451 eV
**HOMO**: -8.8 eV

(2)
This record from the Open Molecules 2025 dataset describes a cluster of 2 separate species, H6N2 in total in a non-equilibrium geometry. The level of theory is ωB97M-V with the def2-TZVPD basis set.

Each line ends with the natural charge from an NBO analysis.
CARTESIAN COORDINATES (ANGSTROEM)
N  -3.85  3.61  0.36  -1.076
H  -4.71  3.12  0.59  0.359
H  -3.11  2.91  0.27  0.356
H  -3.58  4.25  1.11  0.360
N  3.81  -3.57  -0.39  -1.115
H  3.96  -2.62  -0.16  0.367
H  3.04  -3.79  -1.00  0.376
H  4.66  -4.11  -0.45  0.372

**Multiplicity**: 1
**SMILES**: N.N
**HOMO-LUMO gap**: 10.865 eV
**HOMO**: -9.5 eV

(3)
This record from the Open Molecules 2025 dataset describes a cluster of 2 separate species, C2H3NO3 in total in a non-equilibrium geometry. The level of theory is ωB97M-V with the def2-TZVPD basis set.

Each line ends with the natural charge from an NBO analysis.
CARTESIAN COORDINATES (ANGSTROEM)
O  2.86  0.57  0.02  -0.340
N  1.75  0.26  -0.29  0.739
O  0.95  0.85  -0.96  -0.411
O  1.24  -0.75  0.37  -0.491
H  0.35  -0.71  0.26  0.500
C  -1.98  -0.28  0.71  -0.249
C  -1.58  0.15  -0.36  -0.248
H  -2.38  -0.60  1.58  0.228
H  -1.22  0.50  -1.33  0.271

**Multiplicity**: 1
**SMILES**: O=[N+]([O-])O.C#C
**HOMO-LUMO gap**: 11.521 eV
**HOMO**: -11.2 eV

(4)
This record from the Open Molecules 2025 dataset describes the molecule C3H5N3OS in a non-equilibrium geometry. The level of theory is ωB97M-V with the def2-TZVPD basis set.

Each line ends with the natural charge from an NBO analysis.
CARTESIAN COORDINATES (ANGSTROEM)
N  -1.81  1.38  -0.16  -0.785
C  -0.75  0.53  0.19  0.407
C  -1.04  -1.10  -0.21  0.344
O  -2.24  -1.23  -0.58  -0.515
N  0.33  0.92  0.86  -0.555
C  1.13  -0.21  1.28  0.209
N  2.01  -0.94  0.58  -0.472
S  2.21  0.33  -0.92  -0.018
H  -2.37  0.93  -0.80  0.402
H  -1.37  2.46  -0.41  0.422
H  -0.06  -1.83  -0.38  0.220
H  1.07  -0.61  2.37  0.201
H  2.89  -0.65  -1.80  0.141

**Multiplicity**: 1
**SMILES**: N/C(C=O)=N/C=N\S
**HOMO-LUMO gap**: 8.205 eV
**HOMO**: -8.9 eV

(5)
This record from the Open Molecules 2025 dataset describes a structure of composition C3H5OP in a non-equilibrium geometry. The level of theory is ωB97M-V with the def2-TZVPD basis set.

Each line ends with the natural charge from an NBO analysis.
CARTESIAN COORDINATES (ANGSTROEM)
C  -0.74  0.40  0.11  -0.442
C  0.57  -0.11  -0.48  -0.433
C  0.53  0.59  0.86  -0.481
O  -0.61  3.24  1.41  -0.975
P  0.76  2.89  1.19  1.294
H  -1.27  1.20  -0.18  0.204
H  -1.45  -0.34  0.32  0.202
H  0.72  -1.16  -0.50  0.221
H  0.96  0.60  -1.22  0.211
H  0.50  0.12  1.77  0.199

**Multiplicity**: 1
**HOMO-LUMO gap**: 7.751 eV
**HOMO**: -8.7 eV

(6)
This record from the Open Molecules 2025 dataset describes the molecule C4H10O2 in a non-equilibrium geometry. The level of theory is ωB97M-V with the def2-TZVPD basis set.

Each line ends with the natural charge from an NBO analysis.
CARTESIAN COORDINATES (ANGSTROEM)
C  -2.04  0.46  -1.01  -0.245
O  -0.91  -0.25  -0.56  -0.566
C  0.30  0.48  -0.71  -0.060
C  1.43  -0.25  0.01  -0.454
C  1.14  -0.46  1.51  -0.067
O  0.21  -1.51  1.64  -0.731
H  -1.96  0.71  -2.08  0.169
H  -2.91  -0.19  -0.86  0.198
H  -2.18  1.39  -0.45  0.169
H  0.18  1.47  -0.25  0.162
H  0.51  0.62  -1.78  0.172
H  1.56  -1.23  -0.49  0.220
H  2.36  0.30  -0.13  0.215
H  2.05  -0.74  2.06  0.180
H  0.76  0.44  2.08  0.155
H  -0.50  -1.24  1.03  0.482

**Multiplicity**: 1
**SMILES**: COCCCO
**HOMO-LUMO gap**: 10.851 eV
**HOMO**: -9.9 eV

(7)
This record from the Open Molecules 2025 dataset describes a structure of composition H8N6 in a non-equilibrium geometry. The level of theory is ωB97M-V with the def2-TZVPD basis set.

Each line ends with the natural charge from an NBO analysis.
CARTESIAN COORDINATES (ANGSTROEM)
N  1.12  -0.76  0.01  -0.104
N  0.11  -1.59  0.00  -0.564
N  0.83  0.53  0.17  -0.208
N  -1.71  0.38  -0.56  -0.598
N  1.85  1.41  -0.10  -0.648
N  -2.36  0.15  0.66  -0.695
H  1.96  -0.94  -0.59  0.331
H  0.41  -2.46  -0.44  0.322
H  -0.49  0.77  -0.24  0.344
H  -1.55  -0.53  -0.97  0.348
H  -2.41  -0.85  0.89  0.391
H  2.22  1.81  0.75  0.363
H  2.61  1.06  -0.69  0.328
H  -2.59  1.03  1.11  0.390

**Multiplicity**: 1
**HOMO-LUMO gap (spin up / spin down)**: 6.339 / 7.672 eV
**HOMO (spin up / spin down)**: -6.2 / -7.0 eV

(8)
This record from the Open Molecules 2025 dataset describes a structure of composition C42H39BrNO3PRu in a non-equilibrium geometry. The level of theory is ωB97M-V with the def2-TZVPD basis set.

Each line ends with the Mulliken spin population.
CARTESIAN COORDINATES (ANGSTROEM)
Ru  0.15  -0.11  -0.65  3.822
C  0.59  2.16  -6.68  -0.001
O  0.71  0.77  -6.90  0.000
C  0.86  -0.01  -5.79  -0.001
C  0.71  -1.39  -5.98  0.013
C  0.75  -2.22  -4.89  -0.005
C  0.93  -1.74  -3.59  -0.012
C  0.69  -2.62  -2.45  -0.037
C  1.15  -4.06  -2.53  0.009
O  0.05  -2.27  -1.46  0.043
C  1.20  -0.34  -3.41  0.004
O  1.55  0.18  -2.27  0.074
C  1.15  0.49  -4.55  0.026
H  0.25  2.59  -7.62  0.000
H  1.55  2.61  -6.40  0.000
H  -0.14  2.37  -5.90  0.001
H  0.51  -1.77  -6.98  0.001
H  0.60  -3.28  -5.05  0.000
H  0.58  -4.60  -3.28  -0.003
H  1.01  -4.53  -1.56  0.002
H  2.21  -4.10  -2.81  0.009
H  1.33  1.54  -4.37  -0.001
C  -4.66  -1.52  2.00  0.003
C  -5.00  -0.41  1.23  0.000
C  -4.02  0.50  0.85  0.018
C  -2.70  0.30  1.23  -0.090
C  -2.37  -0.81  2.00  0.049
C  -3.35  -1.71  2.39  0.019
P  -1.37  1.46  0.70  0.099
C  -1.84  2.95  1.68  0.079
C  -2.49  2.85  2.92  0.026
C  -2.65  3.96  3.73  -0.019
C  -2.15  5.20  3.34  0.037
C  -1.48  5.31  2.12  -0.016
C  -1.31  4.20  1.32  0.049
C  -1.94  1.82  -0.99  -0.073
C  -2.73  2.83  -1.50  -0.001
C  -3.16  2.73  -2.82  0.014
C  -2.80  1.62  -3.57  0.002
C  -1.99  0.62  -3.05  0.032
C  -1.51  0.70  -1.74  -0.108
H  -5.43  -2.23  2.28  0.001
H  -6.03  -0.26  0.93  0.000
H  -4.29  1.36  0.25  -0.006
H  -1.34  -0.95  2.31  -0.065
H  -3.09  -2.57  3.00  0.000
H  -2.88  1.89  3.23  0.009
H  -3.17  3.87  4.68  -0.001
H  -2.29  6.07  3.96  0.004
H  -1.09  6.27  1.82  0.000
H  -0.77  4.28  0.38  -0.001
H  -3.01  3.69  -0.89  -0.002
H  -3.78  3.50  -3.25  0.002
H  -3.17  1.54  -4.60  0.001
H  -1.73  -0.23  -3.68  0.005
Br  4.90  -5.72  -0.31  0.018
C  3.80  -4.22  0.10  0.403
C  2.80  -4.32  1.08  -0.101
C  1.99  -3.26  1.31  0.227
N  2.09  -2.07  0.60  0.302
C  3.01  -2.02  -0.44  0.227
C  3.86  -3.05  -0.69  -0.014
H  2.67  -5.23  1.65  0.003
H  1.20  -3.29  2.06  0.041
H  2.97  -1.13  -1.05  0.001
H  4.56  -2.99  -1.51  0.002
C  3.74  -0.26  1.90  0.027
C  2.25  0.10  1.94  0.057
C  2.20  1.57  1.48  0.029
C  1.36  -0.88  1.02  0.070
C  1.69  -0.10  3.34  -0.009
C  2.13  -1.15  4.15  0.018
C  1.49  -1.49  5.33  -0.012
C  0.39  -0.76  5.76  0.006
C  -0.04  0.32  5.00  0.005
C  0.60  0.64  3.81  0.024
H  4.17  0.02  0.93  0.000
H  3.95  -1.32  2.05  -0.008
H  4.26  0.31  2.67  -0.002
H  2.17  1.60  0.39  0.004
H  3.09  2.11  1.81  0.004
H  1.33  2.11  1.84  -0.012
H  0.56  -1.27  1.66  -0.304
H  2.97  -1.75  3.83  0.006
H  1.84  -2.34  5.90  -0.001
H  -0.13  -1.03  6.67  0.001
H  -0.90  0.90  5.32  0.000
H  0.21  1.47  3.24  -0.023

**Multiplicity**: 6
**HOMO-LUMO gap (spin up / spin down)**: 4.989 / 7.338 eV
**HOMO (spin up / spin down)**: -2.4 / -4.7 eV
**Charge**: -1

Per-record energy relative to the best compared isomer or geometry (same formula, charge and spin), eV: 2.207 0.250 7.453 5.008 1.778 1.213 3.086 0.000
Per-record energy, eV: -124351.2300 -3077.4724 -9748.6367 -20540.6508 -14525.2499 -8404.3341 -9063.6095 -133730.3176